14 unconnected molecules or ions with the total composition C2H31O14 in a non-equilibrium geometry, computed with ωB97M-V/def2-TZVPD.

Atoms and positions in Å:
C  -0.085  -1.344  0.326
C  1.091  -0.601  0.844
O  0.796  0.736  1.111
H  -0.560  -0.783  -0.462
H  -0.698  -1.668  1.114
H  0.448  -2.264  -0.070
H  1.819  -0.623  0.069
H  1.497  -1.026  1.712
O  1.603  1.630  -1.181
H  1.918  1.173  -1.920
H  1.335  0.991  -0.510
O  -1.181  2.055  -0.220
H  -1.078  1.771  -1.100
H  -0.538  1.506  0.269
O  1.217  3.258  1.358
H  1.039  3.251  2.257
H  1.003  2.351  1.192
O  1.564  -1.142  -3.032
H  1.391  -0.361  -3.571
H  0.687  -1.432  -2.813
O  3.956  -0.206  -1.625
H  3.865  0.008  -0.702
H  3.401  -0.960  -1.730
O  -1.469  0.872  2.480
H  -2.021  0.077  2.364
H  -0.716  0.722  1.894
O  4.190  0.930  0.913
H  3.322  0.787  1.232
H  4.464  1.735  1.342
O  -2.865  -1.358  2.502
H  -2.487  -1.985  3.093
H  -2.870  -1.747  1.612
O  -1.020  -1.925  -2.610
H  -1.448  -2.752  -2.878
H  -0.968  -2.127  -1.668
O  -3.595  0.486  -0.465
H  -2.747  0.960  -0.540
H  -3.936  0.283  -1.339
O  1.743  1.244  3.725
H  1.544  0.487  4.193
H  1.463  0.978  2.815
O  -3.224  -2.297  -0.190
H  -4.129  -2.473  0.085
H  -3.365  -1.381  -0.529
O  -1.619  0.959  -2.841
H  -1.750  0.048  -2.946
H  -0.988  1.156  -3.561

Gap between HOMO and LUMO = 7.63 eV
E_tot = -31243.659 eV
Net charge = -1
ΔE to the lowest compared entry with this formula, charge and spin = 134.4 kJ/mol
HOMO level = -5.632 eV


A molecular structure, C2H32CdF6NO20S2 in a non-equilibrium geometry, computed with ωB97M-V/def2-TZVPD.

Atoms and positions in Å:
Cd  -1.622  -1.746  -2.115
C  0.179  1.653  -1.140
F  0.803  2.299  -0.184
F  -1.157  1.537  -0.916
F  0.420  2.434  -2.183
S  1.027  -0.084  -1.264
O  1.194  -0.232  -2.720
O  2.235  0.051  -0.483
N  -0.243  -1.177  -0.746
S  -0.044  -1.210  0.808
O  0.350  0.031  1.497
O  -1.274  -1.795  1.375
C  1.320  -2.691  1.103
F  0.958  -3.771  0.418
F  2.558  -2.286  0.749
F  1.388  -3.026  2.424
O  3.832  3.420  0.032
H  4.336  2.820  -0.517
H  3.042  2.930  0.261
O  -2.130  -3.519  -1.012
H  -3.021  -3.812  -0.821
H  -1.577  -4.267  -0.784
O  -3.030  -0.742  -1.059
H  -3.985  -0.796  -1.111
H  -2.863  -0.136  -0.338
O  -4.176  -2.321  2.033
H  -4.139  -3.128  2.547
H  -3.260  -2.093  1.878
O  4.816  0.897  -0.629
H  4.023  0.398  -0.431
H  5.434  0.646  0.058
O  -1.629  0.009  -3.305
H  -2.402  0.571  -3.250
H  -0.979  0.539  -3.767
O  -1.805  -1.993  4.614
H  -1.833  -2.694  3.964
H  -2.658  -1.563  4.540
O  -0.837  -5.893  -0.320
H  -0.970  -6.840  -0.348
H  -0.216  -5.759  0.396
O  -1.708  4.454  -2.866
H  -0.816  4.106  -2.852
H  -2.179  3.880  -3.470
O  2.942  1.026  2.063
H  2.742  0.386  2.746
H  2.087  1.292  1.725
O  -0.220  -2.894  -3.076
H  0.081  -3.802  -3.049
H  0.240  -2.510  -3.822
O  0.085  5.630  -0.096
H  0.357  5.137  0.678
H  -0.779  5.279  -0.313
O  -2.100  3.963  1.028
H  -1.737  3.552  1.812
H  -2.098  3.268  0.370
O  2.592  -0.456  4.354
H  2.711  -1.398  4.475
H  2.169  -0.161  5.160
O  -0.818  2.312  3.127
H  -0.388  1.476  3.308
H  -1.177  2.585  3.972
O  2.126  1.951  -4.500
H  2.549  2.516  -5.147
H  1.271  1.750  -4.880

Gap between HOMO and LUMO (spin up / spin down) = 3.81 / 8.98 eV
E_tot = -87568.380 eV
ΔE to the lowest compared entry with this formula, charge and spin = 112.9 kJ/mol
HOMO level (spin up / spin down) = -4.321 / -9.661 eV
Multiplicity = 2


14 unconnected molecules or ions with the total composition C2H32N4O14P in a non-equilibrium geometry, computed with ωB97M-V/def2-TZVPD.

Atoms and positions in Å:
O  -1.166  -0.455  5.421
P  -1.083  -1.151  4.058
N  -0.487  -0.026  2.805
C  0.059  -0.574  1.709
N  0.149  -1.978  1.472
C  0.797  -1.990  0.206
N  1.069  -0.647  -0.215
N  0.598  0.250  0.685
H  -0.037  -2.137  4.190
H  -2.272  -1.842  3.680
H  -0.536  0.992  2.878
H  1.077  -2.878  -0.414
H  1.557  -0.420  -1.090
H  0.672  1.272  0.644
O  1.598  2.463  -1.337
H  1.587  1.542  -1.062
H  0.704  2.614  -1.682
O  -2.773  -3.141  1.999
H  -3.544  -3.533  1.572
H  -2.174  -2.950  1.267
O  1.534  1.821  -4.248
H  1.895  1.925  -3.359
H  1.257  2.714  -4.495
O  1.545  -2.100  -2.578
H  1.856  -2.909  -3.003
H  0.600  -2.065  -2.794
O  -0.608  -0.411  -3.283
H  -0.180  0.156  -3.944
H  -1.523  -0.106  -3.271
O  -0.313  -4.434  5.317
H  -1.264  -4.485  5.174
H  -0.216  -4.557  6.267
O  0.354  5.280  -1.242
H  0.784  4.453  -1.004
H  1.041  5.945  -1.122
O  0.967  4.992  -4.984
H  0.454  5.720  -5.353
H  1.812  5.396  -4.748
O  4.075  3.629  -3.479
H  3.979  2.915  -4.122
H  4.162  3.175  -2.634
O  -2.328  -4.046  7.301
H  -1.975  -3.946  8.192
H  -2.602  -3.153  7.058
O  -2.842  1.898  6.706
H  -2.529  1.091  6.277
H  -3.782  1.928  6.495
O  0.478  0.279  -6.605
H  1.175  0.559  -5.996
H  0.899  0.305  -7.471
O  -1.874  -2.558  -1.863
H  -1.184  -2.281  -1.252
H  -1.443  -2.541  -2.725

Gap between HOMO and LUMO = 8.63 eV
E_tot = -46500.232 eV
Net charge = +1
HOMO level = -12.851 eV


16 unconnected molecules or ions with the total composition C2H32NO18 in a non-equilibrium geometry, computed with ωB97M-V/def2-TZVPD.

Atoms and positions in Å:
O  -0.418  2.083  2.250
C  -0.377  0.853  2.268
N  0.167  0.032  1.355
C  0.948  0.621  0.192
O  0.401  1.503  -0.457
O  2.104  0.145  0.185
H  -0.829  0.375  3.172
H  0.449  -0.923  1.513
H  -3.403  0.092  -2.406
H  -2.139  -0.838  -2.392
O  -2.614  -0.165  -2.896
H  -1.512  1.396  -0.295
H  -2.539  2.375  0.058
O  -2.356  1.421  0.184
H  2.302  -3.248  -2.836
H  1.165  -2.265  -3.169
O  1.368  -3.223  -3.092
H  2.753  0.159  1.985
H  3.146  1.322  2.774
O  3.167  0.336  2.863
H  -2.547  0.845  2.345
H  -3.808  0.657  1.570
O  -3.475  0.589  2.471
H  -1.348  1.047  -3.213
H  -0.399  1.397  -2.046
O  -0.518  1.527  -2.998
H  2.325  1.853  -2.183
H  3.028  0.789  -1.413
O  3.014  1.184  -2.316
H  -3.168  -2.495  -0.955
H  -1.977  -1.678  -0.268
O  -2.251  -2.233  -1.000
H  2.246  -0.595  3.943
H  1.465  -0.362  5.262
O  1.594  -1.009  4.562
H  1.840  -0.005  -3.200
H  0.427  0.038  -3.338
O  1.143  -0.588  -3.580
H  -0.635  3.872  -0.355
H  -1.184  3.357  1.119
O  -1.323  3.868  0.305
H  0.268  -3.272  -1.530
H  -1.141  -3.378  -0.787
O  -0.221  -3.680  -0.793
H  2.765  -2.303  -0.488
H  3.357  -1.366  -1.467
O  3.229  -2.313  -1.335
H  2.554  2.894  1.261
H  1.538  2.755  2.321
O  2.509  2.850  2.226
H  -3.738  -1.552  2.127
H  -3.492  -2.817  1.253
O  -3.860  -1.929  1.245

Gap between HOMO and LUMO = 9.85 eV
E_tot = -40944.033 eV
Net charge = -1
ΔE to the lowest compared entry with this formula, charge and spin = 0.0 kJ/mol
HOMO level = -7.568 eV